[1]
{
  "formula": "C2H8NO",
  "method": "ωB97M-V with the def2-TZVPD basis set",
  "e_above_lowest_kj_mol": 161.6,
  "total_charge": 1,
  "homo_lumo_gap_ev": 10.27,
  "species": ["N", "H", "H", "H", "H", "C", "C", "O", "H", "H", "H", "H"],
  "xyz": [[1.12171, 1.02554, 1.19533], [2.00560, 0.70431, 0.95109], [0.49778, 1.21730, 0.36419], [0.61383, 0.16891, 1.50835], [1.21200, 1.86571, 1.85844], [-0.38296, -1.55691, -0.61431], [-1.16640, -0.52145, -0.81828], [-0.42298, 0.68714, -0.98660], [-0.87290, -2.48719, -0.43142], [0.67700, -1.58737, -0.78676], [-2.21391, -0.53115, -0.55022], [-1.06878, 1.01515, -1.68981]],
  "forces_ev_per_a": [[-2.805, 0.914, 1.089], [2.220, -0.424, -0.961], [0.701, 0.453, -0.193], [0.375, 0.871, 0.919], [-0.542, -1.867, -0.933], [-0.848, -1.145, -0.403], [2.663, -0.293, 1.992], [-3.716, 0.258, -2.203], [-0.049, -0.626, 0.272], [0.261, 0.270, -0.044], [-0.192, 0.553, -0.536], [1.931, 1.035, 1.003]],
  "lowdin_charge": [0.30, 0.11, 0.10, 0.16, 0.20, 0.03, -0.21, -0.11, 0.07, 0.08, 0.13, 0.15]
}


[2]
{
  "formula": "C4H11N2O",
  "method": "ωB97M-V with the def2-TZVPD basis set",
  "e_above_lowest_kj_mol": 242.1,
  "total_charge": 1,
  "homo_lumo_gap_ev": 8.88,
  "species": ["O", "C", "C", "N", "H", "H", "H", "H", "H", "H", "C", "C", "N", "H", "H", "H", "H", "H"],
  "xyz": [[0.93527, -2.47283, -0.08076], [0.10661, -1.92281, 0.58005], [-1.06902, -1.20439, -0.06986], [-0.59369, -0.83104, -1.43777], [0.15135, -1.88831, 1.67751], [-1.84715, -1.96631, -0.17854], [-1.46199, -0.36400, 0.48731], [-1.32309, -0.63831, -2.11939], [0.01116, 0.01381, -1.34895], [0.00866, -1.60336, -1.75546], [0.89176, 1.95190, -0.61340], [0.27184, 1.77271, 0.56667], [0.80487, 1.23941, 1.73944], [1.93896, 1.71574, -0.75975], [0.37247, 2.53734, -1.35821], [-0.68931, 2.26870, 0.68079], [1.40285, 0.42918, 1.59345], [0.08843, 0.96258, 2.39690]],
  "forces_ev_per_a": [[0.166, -0.022, -0.364], [-0.121, 0.432, 0.662], [-0.025, -0.778, -0.562], [0.306, 0.181, 0.297], [-0.084, -0.216, 0.066], [-0.128, 0.182, 0.034], [0.137, 0.209, -0.084], [-0.160, -0.062, 0.027], [-0.118, 0.157, 0.012], [-0.021, 0.009, -0.095], [-0.138, -0.325, 0.318], [0.319, 0.736, -0.038], [-0.536, -0.961, -0.533], [-0.039, -0.150, -0.087], [0.120, 0.010, -0.108], [-0.088, -0.257, 0.179], [0.373, 0.528, 0.046], [0.037, 0.326, 0.229]],
  "lowdin_charge": [0.11, -0.22, -0.09, 0.19, 0.14, 0.15, 0.12, 0.18, 0.12, 0.16, -0.03, -0.30, 0.07, 0.07, 0.06, 0.12, 0.09, 0.09]
}


[3]
{
  "formula": "C5H13NO2",
  "method": "ωB97M-V with the def2-TZVPD basis set",
  "e_above_lowest_kj_mol": 199.2,
  "total_charge": 0,
  "homo_lumo_gap_ev": 10.36,
  "species": ["C", "C", "C", "C", "N", "C", "O", "H", "H", "H", "H", "H", "H", "H", "H", "H", "H", "H", "O", "H", "H"],
  "xyz": [[1.02771, 0.83149, 0.90086], [0.89480, -0.00351, -0.40093], [-0.46606, -0.65857, -0.63863], [-1.61219, -0.16906, 0.29859], [-0.78545, -0.52812, -2.06029], [-0.25518, -1.36808, -2.99087], [0.57292, -2.26082, -2.75688], [1.78499, 1.58325, 0.52789], [0.12316, 1.28426, 1.26395], [1.61848, 0.35331, 1.70632], [1.02685, 0.63467, -1.24482], [1.62958, -0.80932, -0.50807], [-0.26694, -1.82252, -0.30699], [-2.33593, -0.95399, 0.52461], [-2.04215, 0.64726, -0.30654], [-1.26431, 0.22583, 1.20771], [-1.41119, 0.26837, -2.38236], [-0.58659, -1.19139, -4.10418], [1.01929, 1.19696, 3.98643], [1.28792, 1.72579, 3.26083], [0.04028, 1.01419, 4.02336]],
  "forces_ev_per_a": [[3.205, 0.074, -1.331], [-0.569, -0.319, 0.954], [0.431, -3.120, 2.156], [-0.094, -0.188, -2.773], [-1.477, 0.335, -0.595], [1.108, -0.981, -1.291], [-1.569, 1.536, -0.112], [-1.035, 0.025, 0.868], [0.044, 0.344, -0.018], [-0.900, -0.246, -0.345], [0.360, 0.701, -0.505], [0.150, 0.451, 0.275], [-0.839, 2.604, -1.530], [-0.050, 0.183, -0.374], [-0.573, -0.066, 0.744], [0.383, 0.270, 1.001], [1.186, -1.698, 0.653], [0.251, 0.015, 1.953], [-1.430, -1.348, 1.954], [-0.348, 0.726, -1.087], [1.767, 0.704, -0.596]],
  "lowdin_charge": [-0.11, -0.21, -0.37, -0.04, 0.01, -0.36, -0.02, 0.09, 0.04, 0.07, 0.09, 0.11, 0.19, 0.08, 0.08, 0.03, 0.17, 0.15, -0.07, -0.01, 0.07]
}